Entry 1:
{
  "formula": "C27H39As2BF6N6RbS7",
  "method": "ωB97M-V/def2-TZVPD",
  "symbols": ["Rb", "C", "C", "C", "C", "N", "N", "B", "N", "N", "C", "C", "C", "C", "C", "S", "C", "C", "C", "C", "N", "N", "C", "C", "C", "C", "C", "S", "C", "C", "C", "C", "C", "S", "C", "C", "C", "C", "H", "H", "H", "H", "H", "H", "H", "H", "H", "H", "H", "H", "H", "H", "H", "H", "H", "H", "H", "H", "H", "H", "H", "H", "H", "H", "H", "H", "H", "H", "H", "H", "H", "H", "H", "H", "H", "H", "H", "S", "As", "S", "S", "S", "F", "As", "F", "F", "F", "F", "F"],
  "positions_angstrom": [[-1.5599, -5.1304, 0.2713], [3.8862, -2.4394, -2.2284], [3.2438, -1.4940, -1.2629], [4.0759, -0.6567, -0.5220], [3.5286, 0.2551, 0.3855], [2.2373, 0.3599, 0.5532], [1.4169, -0.4436, -0.1426], [0.0022, -0.2261, 0.1344], [-0.8505, 0.0900, -1.0169], [-0.1419, 0.6820, -2.0058], [-0.7227, 1.0843, -3.0840], [-2.1131, 0.8935, -3.2928], [-2.8494, 0.2581, -2.3410], [-4.2935, -0.0603, -2.5485], [-2.2113, -0.1754, -1.1277], [-3.0437, -1.0327, 0.0345], [0.1493, 1.7894, -4.1143], [-0.3573, 3.2296, -4.2802], [1.6094, 1.8148, -3.6570], [0.0531, 1.0482, -5.4544], [-0.4097, 0.1270, 1.5003], [-1.2168, 1.2011, 1.5572], [-1.7070, 1.5898, 2.6854], [-1.3982, 0.9180, 3.8988], [-0.5919, -0.1748, 3.8723], [-0.2770, -0.9567, 5.1046], [-0.0658, -0.6255, 2.6119], [0.8530, -2.0086, 2.4836], [-2.6322, 2.7979, 2.6611], [-1.9987, 3.9246, 3.4870], [-2.8478, 3.2741, 1.2230], [-3.9852, 2.3885, 3.2589], [1.8686, -1.3888, -1.0369], [0.5177, -2.3318, -1.6608], [4.3409, 1.2474, 1.2158], [3.8473, 2.6643, 0.8829], [5.8358, 1.1567, 0.9157], [4.0867, 0.9477, 2.6989], [4.9401, -2.1807, -2.3445], [3.4002, -2.4099, -3.1997], [3.8314, -3.4735, -1.8747], [5.1440, -0.7412, -0.6591], [-2.5832, 1.2190, -4.2120], [-4.6463, 0.3406, -3.4997], [-4.8927, 0.3375, -1.7296], [-4.4309, -1.1426, -2.5329], [-0.3053, 3.7624, -3.3287], [-1.3934, 3.2471, -4.6243], [0.2548, 3.7627, -5.0114], [1.7041, 2.3308, -2.7019], [2.2224, 2.3251, -4.4038], [1.9832, 0.7994, -3.5215], [-0.9622, 1.0799, -5.8541], [0.3389, 0.0027, -5.3284], [0.7223, 1.5072, -6.1855], [-1.8183, 1.2583, 4.8372], [-0.7277, -0.4951, 5.9844], [0.8031, -1.0355, 5.2314], [-0.6488, -1.9759, 4.9923], [-1.0341, 4.2064, 3.0609], [-1.8367, 3.6145, 4.5214], [-2.6484, 4.8032, 3.4921], [-1.9005, 3.5580, 0.7659], [-3.5270, 4.1302, 1.2102], [-3.2723, 2.4670, 0.6246], [-3.8899, 2.1105, 4.3102], [-4.3834, 1.5323, 2.7114], [-4.6951, 3.2154, 3.1857], [4.0262, 2.8901, -0.1714], [4.3718, 3.4047, 1.4930], [2.7771, 2.7358, 1.0681], [6.0359, 1.3684, -0.1367], [6.2278, 0.1671, 1.1571], [6.3718, 1.8911, 1.5205], [3.0163, 0.9738, 2.9018], [4.5937, 1.6805, 3.3330], [4.4519, -0.0491, 2.9533], [0.2993, -7.3790, -1.7511], [1.6970, -5.9329, -1.1526], [1.5055, -5.1906, 0.8006], [1.0590, -4.0009, -2.6570], [3.6657, -6.2638, -1.7933], [-3.7470, -4.0475, 0.9487], [-4.6085, -5.5736, 0.9834], [-3.2151, -6.3175, 1.7902], [-5.2860, -5.1847, 2.5319], [-5.4219, -7.1077, 0.9967], [-5.9704, -4.8592, 0.1811], [-3.8779, -5.9581, -0.5731]],
  "atomic_forces_ev_per_a": [[1.9, 0.3, -0.8], [-0.1, -0.1, 0.0], [-0.1, 0.1, 0.1], [-0.1, 0.0, 0.0], [0.0, -0.1, -0.1], [0.0, 0.3, 0.5], [-0.2, -0.1, -0.2], [0.6, -0.2, 0.2], [-1.1, 0.3, -0.7], [0.1, 0.3, 0.1], [0.2, 0.1, 0.0], [-0.4, -0.3, 0.4], [0.1, 0.3, -0.6], [0.0, 0.0, 0.0], [0.4, -0.4, 0.6], [0.3, 0.1, 0.0], [0.1, 0.0, 0.0], [0.0, -0.1, 0.0], [-0.1, -0.1, 0.0], [0.0, 0.0, 0.1], [-0.1, 0.0, 0.7], [-0.2, 0.3, -0.2], [0.0, 0.1, -0.3], [0.3, -0.4, 0.1], [-0.4, 0.5, 0.3], [0.0, 0.0, 0.0], [0.3, -0.5, -0.5], [-0.1, 0.2, -0.1], [0.0, 0.0, -0.1], [-0.1, -0.1, 0.0], [0.0, -0.1, 0.1], [0.1, 0.0, 0.0], [0.3, -0.4, -0.2], [0.0, -0.1, 0.1], [-0.1, 0.0, 0.0], [0.0, -0.1, 0.0], [-0.1, 0.0, 0.0], [0.0, 0.0, -0.1], [0.0, 0.0, 0.0], [0.0, -0.1, -0.1], [0.0, -0.1, -0.1], [0.0, 0.1, 0.0], [0.0, 0.0, 0.0], [0.0, 0.0, 0.0], [0.0, 0.0, 0.0], [0.0, 0.0, 0.0], [0.0, 0.0, 0.0], [0.0, 0.0, 0.0], [0.0, 0.0, 0.0], [0.1, 0.0, 0.0], [0.0, 0.0, 0.0], [0.1, 0.0, 0.0], [0.0, 0.0, 0.0], [0.0, 0.0, 0.0], [0.0, 0.0, 0.0], [0.0, 0.0, 0.0], [0.0, 0.0, 0.0], [0.0, 0.0, 0.0], [0.0, 0.0, 0.0], [0.0, 0.0, 0.0], [0.0, 0.0, 0.0], [0.0, 0.0, 0.0], [0.0, 0.0, 0.0], [0.0, 0.0, 0.0], [0.0, 0.0, -0.1], [0.0, 0.0, 0.0], [-0.1, 0.0, 0.0], [0.0, 0.0, 0.0], [0.0, 0.0, 0.0], [0.0, 0.0, 0.0], [0.0, 0.0, 0.0], [0.1, 0.0, 0.0], [0.0, 0.0, 0.0], [0.0, 0.0, 0.0], [0.0, 0.0, 0.0], [0.0, 0.0, 0.0], [0.0, 0.0, 0.0], [-0.3, 0.1, -0.1], [0.4, -0.1, 0.0], [0.3, 0.3, 0.2], [0.2, -0.3, 0.0], [0.2, 0.1, -0.2], [-0.8, 0.0, 0.3], [-0.8, -0.5, 0.1], [-0.8, 0.0, 0.1], [0.1, 0.0, -0.1], [0.2, 0.1, 0.0], [0.2, 0.0, 0.1], [-0.6, -0.1, 0.3]],
  "charge": -2,
  "s_squared": 0.7744,
  "multiplicity": 2,
  "de_lowest_kcal_mol": 28.9
}

=====

Entry 2:
{
  "formula": "C4H9NS",
  "method": "ωB97M-V/def2-TZVPD",
  "symbols": ["C", "S", "C", "C", "C", "N", "H", "H", "H", "H", "H", "H", "H", "H", "H"],
  "positions_angstrom": [[0.9270, 0.6545, 2.5242], [0.3886, 1.2721, 0.7495], [-0.3703, -0.2167, -0.0340], [-1.5818, -0.2102, -1.0519], [-0.1244, -0.6321, -1.5337], [0.2352, -1.9313, -1.8347], [-0.0559, 0.6728, 3.1461], [1.2753, -0.3291, 2.4176], [1.7036, 1.3340, 2.8752], [-0.5356, -1.0388, 0.7094], [-2.3043, -1.0477, -1.0237], [-1.8064, 0.6800, -1.7307], [0.3966, 0.1051, -2.1542], [-0.5765, -2.4751, -1.5719], [0.9368, -2.3089, -1.2436]],
  "atomic_forces_ev_per_a": [[-3.2, 1.5, -0.9], [0.1, -0.8, 0.9], [-1.1, 0.0, -1.0], [2.6, 0.4, -1.9], [-0.7, 2.5, 2.9], [-1.3, -2.2, -0.7], [2.0, 0.1, -0.8], [0.6, -1.3, -0.1], [-0.3, 0.0, 0.0], [0.5, 0.6, -0.9], [0.3, 0.8, 0.2], [-0.3, -1.0, 1.8], [-0.4, 0.1, 0.4], [-0.1, -0.6, -0.4], [1.1, 0.0, 0.5]],
  "multiplicity": 1,
  "de_lowest_kcal_mol": 56.5
}

=====

Entry 3:
{
  "formula": "C4H11N3O2",
  "method": "ωB97M-V/def2-TZVPD",
  "symbols": ["C", "N", "C", "N", "N", "H", "H", "H", "H", "H", "H", "H", "C", "C", "O", "O", "H", "H", "H", "H"],
  "positions_angstrom": [[2.5928, -1.2811, 0.6995], [1.4240, -0.8077, 0.0412], [0.6405, -1.5717, -0.5844], [0.8750, -2.8941, -0.9105], [-0.5517, -1.0502, -1.0851], [2.4164, -1.5511, 1.7396], [3.4141, -0.5636, 0.6570], [3.0699, -2.1854, 0.2795], [1.7869, -3.1624, -1.2254], [0.1089, -3.5221, -1.0603], [-0.5489, -0.0579, -0.9135], [-0.7974, -1.3197, -2.0232], [-2.5950, 2.0213, 0.2236], [-1.2634, 2.6526, 0.5916], [-0.3913, 2.7484, -0.2344], [-1.1785, 3.2571, 1.7844], [-2.6457, 2.2232, -0.8384], [-3.4771, 2.3816, 0.7416], [-2.5457, 0.9429, 0.3898], [-0.3336, 3.7397, 1.7273]],
  "atomic_forces_ev_per_a": [[1.1, -1.0, -0.2], [-0.1, 0.8, 0.3], [0.2, -0.1, -0.9], [-0.1, -0.2, 0.2], [-0.1, -0.2, 0.6], [-0.2, 0.3, 0.2], [-0.3, 0.4, 0.2], [-0.3, 0.0, -0.2], [0.0, -0.1, 0.2], [0.0, 0.1, -0.2], [-0.2, 0.2, -0.2], [0.1, 0.0, 0.0], [0.5, -0.3, 0.4], [-0.8, 0.5, -0.8], [0.3, -0.2, 0.2], [0.2, 0.0, 0.0], [-0.4, -0.2, -0.2], [0.2, 0.3, 0.2], [0.1, 0.0, -0.1], [-0.1, -0.1, 0.3]],
  "multiplicity": 1,
  "de_lowest_kcal_mol": 20.4
}

=====

Entry 4:
{
  "formula": "C10H16",
  "method": "ωB97M-V/def2-TZVPD",
  "symbols": ["C", "C", "C", "C", "C", "C", "C", "C", "H", "H", "H", "H", "H", "H", "H", "H", "H", "H", "C", "C", "H", "H", "H", "H", "H", "H"],
  "positions_angstrom": [[-1.9826, 1.6038, 1.9020], [-1.2205, 1.8327, 0.5910], [0.2235, 1.3834, 0.5949], [0.8141, 0.8666, 1.7561], [2.0194, 0.2457, 1.7760], [2.7367, 0.3220, 0.5981], [2.2107, 0.7589, -0.6085], [0.9023, 1.3232, -0.6116], [-1.6250, 2.3583, 2.5731], [-2.0089, 0.5028, 2.0870], [-3.1103, 1.7234, 1.7453], [-1.6696, 1.1418, -0.1781], [-1.3447, 2.8282, 0.1593], [0.1835, 0.9201, 2.6406], [2.3871, -0.2756, 2.6312], [3.7538, -0.0624, 0.6249], [2.6362, 0.6945, -1.5911], [0.6151, 1.4241, -1.6626], [-0.8124, -2.7498, -1.1322], [-0.6176, -2.1653, -2.5613], [-1.7850, -3.2007, -1.1581], [-0.0267, -3.5271, -1.1068], [-0.5952, -2.0902, -0.2857], [0.2686, -2.4859, -3.0895], [-1.4946, -2.2917, -3.1906], [-0.4579, -1.0806, -2.5035]],
  "atomic_forces_ev_per_a": [[-2.1, -0.6, -2.1], [-0.8, -1.5, -1.1], [-0.4, 0.4, -0.3], [-2.1, 0.5, 0.4], [0.3, 0.7, -1.0], [1.8, -1.1, -0.8], [-1.9, 1.0, 1.1], [2.4, -1.7, -0.4], [0.0, -0.4, 1.3], [0.9, 1.0, 0.9], [1.5, 0.6, 0.0], [0.1, 0.7, 0.5], [0.1, 0.1, 0.3], [0.3, -0.2, 0.0], [0.3, 0.0, 0.5], [-0.1, -0.1, -0.2], [0.9, -0.2, 0.1], [-1.1, 0.8, 0.7], [1.7, -0.6, -1.5], [-0.1, 1.8, 0.6], [-0.4, -0.3, 0.8], [-0.7, -0.1, 0.6], [-0.5, 0.1, -0.4], [0.1, -0.6, 0.0], [0.0, -0.2, -0.1], [-0.2, 0.0, 0.0]],
  "multiplicity": 1,
  "de_lowest_kcal_mol": 33.1
}

=====

Entry 5:
{
  "formula": "C5H6ClIN2O",
  "method": "ωB97M-V/def2-TZVPD",
  "symbols": ["C", "O", "C", "N", "N", "C", "C", "Cl", "C", "I", "H", "H", "H", "H", "H", "H"],
  "positions_angstrom": [[-0.7887, -1.7974, 1.3832], [0.1963, -1.2430, 0.5206], [-0.0017, -0.0558, -0.0020], [-1.1011, 0.5879, 0.0788], [-1.1767, 1.8713, -0.3513], [-0.1341, 2.5687, -0.5228], [1.2820, 2.0535, -0.4860], [2.1702, 2.6548, 1.0059], [1.2275, 0.5361, -0.6705], [3.0287, -0.4765, -0.0620], [-0.2432, -2.2682, 2.2021], [-1.3653, -2.5468, 0.8417], [-1.4504, -1.0160, 1.7529], [-0.2823, 3.6148, -0.7474], [1.8495, 2.4982, -1.3062], [1.1470, 0.3434, -1.7462]],
  "atomic_forces_ev_per_a": [[-0.4, -0.1, 0.3], [0.0, -0.3, -0.1], [0.6, 1.2, -0.1], [0.1, -1.7, 0.7], [-0.4, 1.2, -0.4], [0.6, 0.2, 0.0], [0.1, 0.0, 0.2], [-0.7, -0.3, -0.5], [0.3, -0.4, 0.2], [-0.1, 0.2, -0.3], [-0.1, 0.0, -0.1], [0.0, 0.1, 0.0], [0.0, -0.1, 0.0], [0.0, 0.1, -0.1], [-0.1, -0.1, 0.1], [0.0, 0.1, 0.1]],
  "multiplicity": 1,
  "de_lowest_kcal_mol": 0.0
}

=====

Entry 6:
{
  "formula": "C5H5N",
  "method": "ωB97M-V/def2-TZVPD",
  "symbols": ["C", "C", "C", "C", "C", "N", "H", "H", "H", "H", "H"],
  "positions_angstrom": [[-1.7282, -0.3074, -1.0366], [-0.4584, -0.0919, -0.4568], [0.0826, 0.1983, 0.6113], [1.5211, 0.3393, 0.8436], [1.9394, 0.0245, -0.5447], [1.6724, -0.2584, -1.6374], [-2.0968, 0.4565, -1.7159], [-1.9459, -0.0603, 0.0458], [-1.9910, -1.3315, -1.2883], [1.7519, 1.3550, 1.1705], [1.8547, -0.3796, 1.5945]],
  "atomic_forces_ev_per_a": [[-0.7, 0.0, 0.2], [-1.1, 0.4, 2.0], [0.6, 0.1, 0.3], [0.4, 0.0, -0.1], [0.1, -0.3, -1.1], [2.1, 0.2, 0.4], [0.0, -0.1, 0.0], [-2.1, -0.4, -1.2], [0.0, 0.1, -0.1], [0.3, -0.2, -0.1], [0.3, 0.1, -0.2]],
  "multiplicity": 1,
  "de_lowest_kcal_mol": 116.4
}

=====

For reference, electronic energy by record: -252743.592 -16617.003 -12891.945 -10628.306 -30931.089 -6750.860 eV.